ORCA calculation (ωB97M-V/def2-TZVPD) on one molecule with the formula C5H5BO3S.

Each line ends with the Löwdin charge.
Geometry (Å):
S: 1.095 -0.758 1.696  1.041
O: -0.091 2.390 -2.005  0.060
O: -1.317 -1.581 -1.503  0.142
O: -1.621 -2.325 0.759  0.160
C: 0.254 0.822 -0.199  -0.236
C: 1.330 1.470 0.469  -0.138
C: 1.814 0.822 1.551  -0.378
C: 0.006 -0.406 0.355  -0.324
C: -0.317 1.335 -1.448  -0.202
B: -1.018 -1.501 -0.143  -0.659
H: 2.519 1.195 2.297  0.076
H: -1.952 -2.287 -1.725  0.120
H: -1.429 -2.278 1.708  0.104
H: 1.694 2.449 0.165  0.123
H: -0.967 0.653 -1.978  0.110

Structure (SMILES): O=Cc1ccsc1B(O)O
Frontier orbital gap in Ha: 0.350
E_tot in Ha: -842.3906
ΔE to the lowest compared entry with this formula, charge and spin in eV: 0.0000
Multiplicity: 1
M in g/mol: 155.97
HOMO level in eV: -9.5


ORCA calculation (ωB97M-V/def2-TZVPD) on a 12-piece molecular cluster, C54H117N3O18 overall.

Each line ends with the Löwdin charge.
Geometry (Å):
O: 16.774 15.108 16.296  0.006
O: 18.641 28.768 15.615  0.056
O: 16.222 26.499 15.272  0.079
O: 21.234 25.936 11.644  -0.058
O: 21.632 25.710 13.901  0.093
O: 15.132 14.346 10.950  0.096
O: 17.644 21.018 15.383  0.040
O: 20.101 16.807 15.692  0.106
O: 16.330 20.994 13.577  -0.003
O: 14.613 18.555 9.246  0.024
O: 20.157 27.335 16.588  0.002
O: 13.289 16.929 16.273  0.080
O: 17.210 13.465 10.993  -0.058
O: 21.420 18.216 14.618  -0.042
O: 16.308 17.159 15.744  0.106
O: 14.026 19.085 16.125  -0.041
O: 15.559 18.046 11.197  0.057
O: 15.406 27.213 17.216  -0.035
N: 10.679 22.306 14.822  -0.230
N: 19.477 22.678 18.992  -0.171
N: 21.678 21.938 12.034  -0.188
C: 17.673 16.025 18.343  -0.037
C: 19.117 26.580 17.235  -0.200
C: 15.635 22.175 14.041  -0.197
C: 15.775 27.403 15.923  -0.537
C: 15.380 12.000 11.626  0.029
C: 15.131 17.273 8.746  -0.222
C: 17.131 15.678 14.116  0.034
C: 21.017 22.564 14.418  -0.068
C: 13.607 17.964 14.105  0.028
C: 14.313 16.816 7.673  -0.085
C: 14.146 19.141 17.578  -0.220
C: 9.137 23.415 16.251  -0.072
C: 17.963 19.302 13.731  0.054
C: 18.693 25.864 11.714  -0.042
C: 13.985 19.772 11.233  0.028
C: 18.592 21.843 18.194  -0.242
C: 15.386 25.811 17.743  -0.151
C: 21.014 21.509 10.796  -0.236
C: 20.759 22.055 19.255  -0.273
C: 13.614 17.886 15.582  -0.524
C: 24.128 21.205 11.471  -0.074
C: 21.980 22.945 19.529  -0.065
C: 12.502 23.994 15.630  -0.077
C: 18.057 20.571 18.927  -0.071
C: 10.119 22.290 16.108  -0.292
C: 11.404 23.538 14.568  -0.221
C: 18.841 22.995 20.267  -0.293
C: 16.366 15.530 17.644  -0.139
C: 20.254 19.116 16.389  0.023
C: 17.699 14.719 10.575  -0.253
C: 20.888 28.916 14.777  0.038
C: 11.435 21.126 14.570  -0.236
C: 17.714 23.957 20.152  -0.091
C: 21.846 17.152 13.747  -0.214
C: 15.586 28.862 15.509  0.030
C: 19.779 28.322 15.729  -0.424
C: 20.546 17.915 15.592  -0.565
C: 19.017 25.234 16.552  -0.058
C: 15.176 25.858 19.263  -0.058
C: 16.720 16.105 15.424  -0.610
C: 23.340 25.038 12.318  0.026
C: 16.344 23.432 13.581  -0.048
C: 22.809 21.055 12.342  -0.237
C: 14.752 18.693 10.545  -0.531
C: 17.297 20.502 14.302  -0.509
C: 19.266 14.706 10.576  -0.049
C: 20.045 26.709 11.891  -0.190
C: 20.407 22.769 10.145  -0.073
C: 12.969 19.792 18.186  -0.074
C: 20.668 21.881 13.143  -0.257
C: 10.533 19.812 14.575  -0.046
C: 22.008 25.609 12.780  -0.489
C: 15.809 13.366 11.099  -0.480
C: 22.786 16.201 14.462  -0.049
H: 10.989 19.083 15.307  0.074
H: 18.790 25.356 15.536  0.051
H: 11.839 23.521 13.540  0.120
H: 20.748 19.970 15.939  0.072
H: 23.530 16.836 14.983  0.097
H: 23.789 25.707 11.571  0.096
H: 22.769 22.352 19.945  0.058
H: 15.303 24.848 19.690  0.063
H: 9.504 19.974 14.791  0.047
H: 16.140 17.552 8.335  0.149
H: 18.209 15.934 13.919  0.111
H: 24.424 22.292 11.627  0.070
H: 19.461 26.425 18.297  0.135
H: 19.583 23.477 20.929  0.121
H: 21.399 23.585 14.241  0.056
H: 14.906 11.480 10.842  0.063
H: 12.970 19.793 19.265  0.078
H: 19.053 21.595 17.238  0.079
H: 20.009 24.713 16.551  0.091
H: 15.017 29.309 16.283  0.064
H: 20.162 20.875 10.982  0.104
H: 17.820 26.518 11.859  0.076
H: 22.457 19.969 12.304  0.114
H: 12.098 19.152 18.051  0.086
H: 20.579 21.335 20.028  0.096
H: 17.410 23.462 13.814  0.067
H: 10.688 24.348 14.558  0.089
H: 17.816 18.588 14.550  0.077
H: 19.687 14.477 11.570  0.075
H: 19.443 23.093 10.546  0.050
H: 14.996 28.863 14.589  0.085
H: 18.578 22.078 20.783  0.098
H: 19.474 13.864 9.910  0.072
H: 16.843 23.432 19.770  0.064
H: 16.015 26.418 19.669  0.075
H: 18.667 24.913 12.284  0.056
H: 19.604 15.618 10.117  0.064
H: 17.221 15.493 11.189  0.096
H: 17.709 22.427 17.883  0.101
H: 14.426 18.188 18.047  0.119
H: 14.526 25.347 17.269  0.104
H: 12.237 21.017 15.332  0.098
H: 18.031 16.913 17.888  0.046
H: 18.193 27.106 17.300  0.089
H: 10.601 19.234 13.613  0.073
H: 21.433 29.738 15.144  0.063
H: 17.547 16.159 19.410  0.070
H: 18.312 24.563 17.030  0.051
H: 13.295 16.675 7.928  0.078
H: 23.094 21.396 13.386  0.119
H: 18.895 19.960 19.278  0.068
H: 17.526 18.937 12.811  0.083
H: 11.895 21.294 13.626  0.088
H: 21.720 21.040 10.157  0.096
H: 24.118 21.057 10.408  0.046
H: 20.080 27.120 12.920  0.086
H: 19.026 19.494 13.665  0.064
H: 14.606 22.120 13.655  0.114
H: 16.613 29.260 15.263  0.084
H: 13.653 18.988 13.809  0.054
H: 21.766 21.916 14.976  0.086
H: 15.642 22.116 15.149  0.122
H: 22.240 17.647 12.846  0.110
H: 13.193 24.672 15.044  0.081
H: 14.675 12.230 12.449  0.100
H: 17.545 24.296 21.182  0.096
H: 13.123 23.153 16.000  0.060
H: 21.830 23.770 20.220  0.057
H: 16.341 11.513 12.001  0.112
H: 20.768 19.044 17.365  0.104
H: 14.355 17.328 13.688  0.080
H: 17.402 14.917 9.503  0.132
H: 18.713 25.533 10.656  0.065
H: 19.741 22.272 12.704  0.110
H: 20.176 22.628 9.107  0.059
H: 20.465 20.835 13.301  0.079
H: 15.846 24.248 14.059  0.052
H: 9.610 24.410 16.321  0.075
H: 16.271 23.421 12.474  0.093
H: 21.515 28.172 14.359  0.040
H: 16.580 16.218 13.342  0.079
H: 18.073 24.671 19.437  0.061
H: 8.590 23.391 17.149  0.058
H: 19.152 19.193 16.585  0.097
H: 20.934 16.742 13.325  0.108
H: 23.984 24.831 13.154  0.085
H: 18.451 15.309 18.311  0.061
H: 15.210 16.638 9.611  0.090
H: 14.590 20.395 11.867  0.064
H: 16.319 25.378 17.510  0.074
H: 16.889 14.618 13.990  0.102
H: 12.830 20.806 17.840  0.062
H: 24.909 20.562 11.914  0.069
H: 14.402 17.491 6.854  0.076
H: 17.441 20.754 19.831  0.073
H: 20.063 27.552 11.184  0.120
H: 12.620 17.592 13.824  0.100
H: 14.271 26.342 19.540  0.065
H: 23.063 24.104 11.833  0.051
H: 20.280 29.281 13.947  0.080
H: 12.074 24.527 16.452  0.046
H: 13.258 19.419 11.934  0.052
H: 15.680 16.308 17.504  0.059
H: 20.043 22.649 14.993  0.085
H: 15.036 19.789 17.724  0.118
H: 22.265 15.630 15.166  0.046
H: 15.871 14.651 18.147  0.140
H: 8.487 23.416 15.420  0.075
H: 23.284 15.486 13.794  0.085
H: 21.030 23.662 10.384  0.073
H: 10.990 22.238 16.853  0.131
H: 14.658 15.889 7.175  0.103
H: 9.624 21.360 16.303  0.100
H: 17.449 19.957 18.305  0.039
H: 20.963 21.394 18.427  0.096
H: 13.436 20.383 10.465  0.109
H: 22.237 23.424 18.532  0.092

Structure (SMILES): CCN(CC)CC.CCN(CC)CC.CCN(CC)CC.CCOC(C)=O.CCOC(C)=O.CCOC(C)=O.CCOC(C)=O.CCOC(C)=O.CCOC(C)=O.CCOC(C)=O.CCOC(C)=O.CCOC(C)=O
Frontier orbital gap in Ha: 0.324
E_tot in Ha: -3646.2550
ΔE to the lowest compared entry with this formula, charge and spin in eV: 1.2674
Multiplicity: 1
M in g/mol: 1096.53
HOMO level in eV: -8.3


ORCA calculation (ωB97M-V/def2-TZVPD) on one molecule with the formula C5H8O2.

Each line ends with the Löwdin charge.
Geometry (Å):
O: -0.045 -0.400 2.321  -0.074
O: 0.253 -2.033 -2.261  0.104
C: -0.498 0.341 -0.024  -0.253
C: 0.580 0.189 -1.138  -0.052
C: -0.955 -1.129 -0.256  -0.052
C: 0.026 -1.207 -1.421  -0.387
C: 0.035 0.667 1.393  -0.225
H: -0.658 -1.787 0.569  0.118
H: 1.100 0.906 1.331  0.115
H: 0.517 0.873 -1.990  0.120
H: 1.612 0.180 -0.766  0.122
H: -1.273 1.060 -0.314  0.133
H: -0.973 -0.518 2.557  0.093
H: -0.471 1.559 1.789  0.116
H: -2.006 -1.310 -0.506  0.122

Structure (SMILES): O=C1CC(CO)C1
Frontier orbital gap in Ha: 0.378
E_tot in Ha: -345.7551
ΔE to the lowest compared entry with this formula, charge and spin in eV: 1.3554
Multiplicity: 1
M in g/mol: 100.12
HOMO level in eV: -9.5


ORCA calculation (ωB97M-V/def2-TZVPD) on C41H68As3ClN5O11P2SZr as an isolated structure.

Each line ends with the Löwdin charge.
Geometry (Å):
Zr: 1.158 -0.077 -0.410  1.374
As: 0.062 -2.082 -2.049  1.137
As: 1.361 1.222 -2.955  1.111
As: -2.085 0.947 -5.763  1.114
Cl: 3.944 -0.635 -1.075  0.754
S: -6.302 5.539 0.493  1.011
P: 1.241 -2.637 1.767  0.505
P: 1.613 0.134 2.816  0.516
O: 2.755 -1.166 -1.810  -0.520
O: 2.187 -3.707 2.365  -0.168
O: 4.602 -1.651 -0.339  -0.247
O: -7.417 3.317 -0.453  0.049
O: 4.819 0.064 -1.941  -0.241
O: 1.425 1.056 4.052  -0.164
O: 3.119 -0.259 2.860  -0.196
O: 0.065 -3.489 1.258  -0.192
O: 1.867 -1.817 0.638  -0.441
O: 1.164 0.839 1.549  -0.376
O: 3.264 0.351 -0.143  -0.502
N: -3.978 0.427 3.285  0.162
N: -3.949 -3.629 1.088  0.159
N: -0.644 -0.958 0.751  0.001
N: 1.895 2.689 -0.393  -0.045
N: 0.952 3.488 0.130  0.001
C: -1.322 -0.414 -4.551  -0.386
C: -3.580 -2.565 1.336  -0.232
C: 0.184 -5.907 1.681  -0.028
C: -3.357 3.511 -1.372  -0.022
C: -3.569 -0.347 2.535  -0.221
C: -1.751 -2.672 -1.986  -0.263
C: 0.706 2.908 5.368  -0.031
C: 0.999 -3.782 -1.812  -0.238
C: -2.748 2.810 -0.325  -0.237
C: 3.520 -3.531 2.969  -0.405
C: 4.192 0.674 3.287  -0.392
C: -0.958 1.593 3.999  -0.053
C: 0.852 -1.478 3.119  -0.176
C: -4.903 4.512 0.175  -0.542
C: 4.384 0.526 4.776  -0.029
C: -2.777 -0.228 -7.163  -0.344
C: -1.748 -1.062 1.094  -0.179
C: -3.213 2.999 0.974  -0.027
C: 3.045 3.198 0.048  -0.156
C: 2.832 4.326 0.852  -0.049
C: 2.937 2.206 -3.490  -0.252
C: -8.988 5.052 0.037  -0.069
C: -1.042 -4.355 3.275  -0.029
C: -4.424 4.355 -1.124  -0.073
C: -0.700 1.167 -0.780  -0.227
C: 1.459 4.472 0.879  -0.088
C: -1.637 1.919 -0.574  -0.130
C: 0.467 -2.064 -3.953  -0.328
C: -4.290 3.837 1.221  -0.072
C: 0.124 -0.862 -4.831  -0.674
C: 0.113 2.649 -3.292  -0.291
C: -3.782 1.049 -4.799  -0.330
C: 3.509 -4.307 4.262  -0.028
C: 4.537 -4.021 1.971  -0.019
C: 0.245 -1.340 -6.286  -0.070
C: 0.434 2.163 4.091  -0.394
C: -0.637 -4.656 1.852  -0.375
C: -2.996 -1.295 1.636  -0.232
C: 1.157 0.259 -4.645  -0.324
C: 5.423 0.317 2.497  -0.022
C: -7.617 4.424 -0.050  -0.729
H: 3.847 1.631 -3.360  0.012
H: 6.211 1.034 2.736  0.100
H: 3.981 2.751 -0.247  0.110
H: 1.843 -3.800 -2.495  0.035
H: -4.222 0.056 -4.694  0.032
H: -0.014 3.231 -0.041  0.100
H: -9.328 5.262 -0.978  0.093
H: 0.173 -0.504 -6.985  0.074
H: -1.656 -3.453 3.330  0.075
H: 0.508 -6.026 0.646  0.087
H: 1.062 -5.910 2.329  0.076
H: -1.529 -4.716 1.233  0.120
H: 0.053 3.780 5.424  0.096
H: 4.709 -0.491 5.010  0.091
H: -2.041 -0.396 -7.946  0.011
H: -2.754 2.458 1.789  0.080
H: 0.306 -4.585 -2.060  0.046
H: 5.243 0.352 1.425  0.060
H: 1.210 -1.825 -6.450  0.094
H: 0.646 2.796 3.229  0.126
H: -1.980 -1.288 -4.601  0.076
H: -3.636 1.471 -3.810  -0.004
H: 2.798 2.459 -4.538  0.041
H: 3.869 1.686 3.038  0.141
H: -0.446 -6.758 1.941  0.100
H: -1.640 -5.183 3.655  0.103
H: -0.908 2.300 -3.193  -0.014
H: 3.664 -2.468 3.168  0.116
H: 4.354 -5.072 1.737  0.097
H: -8.984 5.979 0.608  0.065
H: -2.980 3.392 -2.375  0.099
H: 1.741 3.247 5.412  0.088
H: -0.166 -4.248 3.923  0.083
H: -2.437 -1.837 -2.108  0.036
H: -0.544 -2.057 -6.528  0.089
H: -9.675 4.337 0.484  0.091
H: 3.568 4.951 1.327  0.099
H: 5.774 -0.683 2.759  0.093
H: 3.474 0.746 5.333  0.075
H: -0.048 -2.951 -4.328  0.093
H: -1.147 0.892 4.816  0.101
H: 0.506 2.271 6.232  0.095
H: 2.150 -0.143 -4.859  0.091
H: 0.281 3.448 -2.572  0.028
H: -3.094 -1.185 -6.746  0.029
H: 1.539 -2.260 -3.999  0.076
H: 5.536 -3.935 2.401  0.098
H: -1.409 -0.007 -3.537  0.041
H: -0.227 -1.376 3.234  0.074
H: 0.824 5.209 1.346  0.125
H: -4.897 4.892 -1.937  0.116
H: -4.468 1.688 -5.353  0.024
H: 2.992 3.112 -2.892  0.028
H: -1.940 -3.138 -1.019  0.012
H: 0.293 3.010 -4.302  0.036
H: 2.722 -3.959 4.934  0.082
H: 4.468 -4.190 4.769  0.094
H: -1.698 2.390 4.071  0.094
H: 3.352 -5.369 4.066  0.092
H: 4.502 -3.440 1.050  0.058
H: 0.966 1.056 -5.364  0.064
H: 5.163 1.214 5.104  0.098
H: -1.124 1.083 3.048  0.049
H: 1.296 -1.832 4.052  0.095
H: -4.670 3.951 2.228  0.112
H: -3.643 0.267 -7.604  0.023
H: -1.886 -3.397 -2.784  0.044
H: 1.374 -3.922 -0.802  0.003

Net charge: +1
Frontier orbital gap in Ha: 0.299
E_tot in Ha: -10999.7914
ΔE to the lowest compared entry with this formula, charge and spin in eV: 1.3334
Multiplicity: 1
M in g/mol: 1252.48
HOMO level in eV: -10.4


| no. | largest force on an atom (eV/A) | LUMO level (eV) |
| --- | --- | --- |
| 1 | 1.64 | 0.0 |
| 2 | 3.65 | 0.6 |
| 3 | 0.51 | 0.7 |
| 4 | 1.78 | -2.2 |